DFT (ωB97M-V/def2-TZVPD) results for an isolated molecule of C6H10O.

Calculated values
Orbital gap   10.706 eV
Max |F|   0.0131 Eh/bohr
E_LUMO   1.0 eV
Relative energy (zero: lowest compared OMol25 entry of this formula, charge and spin)   52.7 kcal per mole
Structure (SMILES)   C#CC(C)(C)OC
Spin multiplicity   1

Last columns: bonded neighbours and bond lengths (Å).
Cartesian coordinates (Å):
1 C -1.857 -0.388 -0.955  O2 1.411, H8 1.099, H9 1.094, H10 1.098
2 O -1.136 -0.725 0.209  C1 1.411, C3 1.420
3 C 0.113 -0.080 0.408  O2 1.420, C4 1.565, C5 1.534, C6 1.475
4 C 1.273 -0.663 -0.465  C3 1.565, H11 1.087, H12 1.097, H13 1.098
5 C 0.398 -0.285 1.902  C3 1.534, H14 1.093, H15 1.096, H16 1.096
6 C 0.151 1.316 -0.067  C3 1.475, C7 1.204
7 C 0.426 2.272 -0.744  C6 1.204, H17 1.064
8 H -1.303 -0.645 -1.869  C1 1.099
9 H -2.786 -0.967 -0.922  C1 1.094
10 H -2.099 0.683 -0.976  C1 1.098
11 H 1.168 -1.744 -0.515  C4 1.087
12 H 2.236 -0.397 -0.011  C4 1.097
13 H 1.303 -0.256 -1.485  C4 1.098
14 H 1.356 0.159 2.180  C5 1.093
15 H 0.432 -1.363 2.099  C5 1.096
16 H -0.388 0.141 2.537  C5 1.096
17 H 0.842 2.964 -1.438  C7 1.064